1.
The following is a DFT calculation (ωB97M-V with the def2-TZVPD basis set) of a structure of composition C31H55As3BN6O3W at a distorted geometry.

Calculated values
- Charge: +3
- Multiplicity: 3
- HOMO energy (alpha / beta): -14.42 / -14.42 eV

The geometry in XYZ format:
```
100
Properties=species:S:1:pos:R:3:forces:R:3
W 9.9332 11.4982 11.8272 -0.867 0.148 1.013
C 6.9517 7.1485 10.9196 -0.387 0.093 -0.011
N 8.1947 7.7403 11.4116 0.205 0.936 0.030
C 9.3115 6.8065 11.4860 0.371 -0.131 0.018
C 8.3780 9.0364 11.5583 -0.162 -0.532 -0.360
O 9.5277 9.5377 11.8306 -0.661 -1.740 -0.215
C 7.2511 10.0187 11.2516 -0.006 -0.201 0.172
O 7.5817 11.3211 11.7474 0.114 -0.337 0.070
C 6.9186 11.6659 12.9810 0.201 -0.159 0.211
C 7.8166 11.2022 14.1212 0.173 0.280 -0.155
O 9.0511 11.1369 13.7999 -0.080 0.013 0.283
N 7.3831 10.9345 15.3315 0.369 0.026 -0.604
C 6.0198 11.1400 15.8052 -0.306 0.119 -0.026
C 8.3144 10.5193 16.3751 0.116 -0.037 0.184
H 6.9036 6.1158 11.2427 0.042 -0.085 0.099
H 6.0777 7.6606 11.3047 -0.072 0.051 0.072
H 6.9250 7.1677 9.8342 0.049 0.017 -0.167
H 9.0565 5.9878 12.1524 -0.049 -0.025 0.062
H 9.5089 6.4006 10.4927 -0.050 -0.004 0.001
H 10.1910 7.3155 11.8510 0.146 0.022 0.089
H 7.1278 10.1182 10.1748 0.085 -0.102 -0.183
H 6.3026 9.6846 11.6604 -0.089 0.021 0.072
H 6.8267 12.7470 12.9945 0.016 0.257 0.016
H 5.9260 11.2345 12.9914 -0.154 -0.052 -0.021
H 5.3176 11.2556 14.9883 -0.053 0.054 -0.051
H 5.7210 10.2875 16.4085 0.004 -0.087 -0.028
H 5.9924 12.0277 16.4355 -0.037 0.054 -0.018
H 9.2674 10.2737 15.9386 0.248 -0.063 -0.057
H 8.4278 11.3150 17.1070 0.013 0.121 0.044
H 7.9094 9.6500 16.8836 -0.069 -0.093 0.003
C 12.8493 10.0851 9.5232 -0.668 0.210 0.191
As 12.3154 10.8014 11.2894 2.923 -0.296 -0.207
C 13.1477 9.3307 12.3369 -0.672 0.279 0.038
C 13.6970 12.2585 11.2600 -0.664 0.190 0.146
C 14.0021 13.1476 12.4760 -0.240 -0.207 0.076
C 14.5652 12.2792 13.6010 0.003 -0.130 0.025
C 12.7695 13.9030 12.9871 -0.231 -0.363 -0.329
As 11.2339 12.8405 13.6746 1.261 1.529 1.101
C 10.1786 14.3231 14.4291 -0.208 -0.388 -0.295
C 11.8370 12.2119 15.4593 -0.474 -0.535 -0.468
C 15.0917 14.1570 12.0556 -0.021 0.200 -0.275
As 14.9420 15.6603 10.6966 -0.167 -0.180 0.169
C 13.9061 16.9922 11.7212 -0.094 -0.266 0.066
C 13.4813 15.1193 9.4576 0.120 -0.116 0.103
H 13.9124 9.8674 9.5597 0.100 0.090 0.221
H 12.6567 10.8018 8.7307 -0.036 0.136 -0.021
H 12.3225 9.1662 9.2997 -0.131 -0.167 0.012
H 14.2299 9.4090 12.2929 0.048 0.196 -0.130
H 12.8473 8.3878 11.8818 -0.053 0.026 -0.017
H 12.8335 9.3364 13.3772 -0.028 0.026 0.044
H 13.3782 12.8828 10.4261 -0.028 -0.033 -0.077
H 14.6114 11.7570 10.9568 0.082 -0.245 -0.068
H 13.8767 11.4553 13.8294 0.194 0.091 0.092
H 14.7247 12.8681 14.5083 -0.003 -0.086 -0.056
H 15.5263 11.8438 13.3170 -0.065 0.007 0.008
H 12.3535 14.5375 12.2020 -0.066 0.047 0.008
H 13.0684 14.5546 13.8106 -0.134 -0.017 0.076
H 10.8623 15.0240 14.9042 0.166 -0.109 -0.030
H 9.5076 13.9312 15.1910 -0.035 -0.065 -0.003
H 9.6116 14.8534 13.6755 -0.044 0.084 -0.081
H 12.4666 12.9894 15.8839 0.038 0.119 -0.155
H 12.3828 11.2750 15.4348 0.049 -0.033 -0.032
H 10.9538 12.0920 16.0909 0.075 0.041 -0.144
H 15.9505 13.5779 11.7008 -0.032 0.031 0.020
H 15.4492 14.6791 12.9503 -0.041 -0.013 -0.022
H 14.3158 17.1026 12.7281 0.012 -0.036 -0.109
H 12.8413 16.7534 11.7790 0.108 0.021 0.020
H 14.0141 17.9470 11.2139 0.011 0.061 -0.045
H 13.7949 14.2888 8.8177 0.022 0.102 0.076
H 13.3147 15.9805 8.8116 -0.007 0.039 0.003
H 12.5314 14.8836 9.9450 0.010 0.033 0.043
B 9.7505 16.0411 10.8938 -0.230 0.457 -0.319
C 9.6226 14.5621 11.1971 0.207 0.364 -0.029
N 9.6741 13.4234 11.4370 -0.059 0.320 0.068
H 10.1614 16.0898 9.7463 0.002 -0.064 0.148
H 8.6660 16.5647 10.9984 0.082 -0.067 0.048
H 10.5583 16.4466 11.6982 0.000 -0.023 0.022
C 9.5092 10.0204 7.6616 -0.083 -0.325 0.101
C 9.6850 10.1721 9.0129 0.019 -0.094 -0.327
N 9.9012 11.3789 9.6200 0.024 0.019 -0.634
C 9.9646 12.4412 8.7933 0.294 -0.371 0.112
C 9.7548 12.3700 7.4117 0.048 -0.383 -0.188
C 9.5237 11.1394 6.8298 0.116 0.196 0.052
C 9.7007 13.5952 6.6045 0.170 0.167 -0.270
C 8.9020 14.6296 6.8597 0.087 0.056 -0.079
C 7.9412 14.7202 7.9627 -0.319 0.248 0.176
C 7.0932 15.8168 8.0728 0.141 0.222 -0.264
C 6.2204 15.8478 9.1482 0.031 -0.008 -0.130
N 6.1533 14.8470 10.0204 -0.389 0.125 0.270
C 6.9659 13.8353 9.8053 -0.120 0.028 0.013
N 7.8662 13.7210 8.8524 -0.211 0.077 -0.230
H 9.3602 9.0250 7.2475 0.049 0.197 0.147
H 9.7339 9.2956 9.6307 0.003 -0.085 0.095
H 10.2833 13.3737 9.2143 -0.076 0.191 0.059
H 9.3549 11.0484 5.7562 0.054 0.029 0.281
H 10.3010 13.5960 5.6968 -0.074 0.066 0.117
H 8.8905 15.4671 6.1726 0.080 -0.029 -0.015
H 7.1289 16.6277 7.3457 -0.022 -0.202 0.223
H 5.5509 16.6800 9.3159 -0.003 0.090 -0.029
H 6.8912 13.0036 10.4900 -0.008 -0.042 0.061
```
Forces are in eV/Å.


2.
The following is a DFT calculation (ωB97M-V with the def2-TZVPD basis set) of a structure of composition C31H55BrCuNP3 at a distorted geometry.

Calculated values
- Charge: +2
- Multiplicity: 2
- HOMO energy (alpha / beta): -12.38 / -12.38 eV

The geometry in XYZ format:
```
92
Properties=species:S:1:pos:R:3:forces:R:3
N 3.1828 -0.5349 -7.0852 -0.218 -0.084 0.318
C 3.4664 -1.4834 -6.1874 0.066 0.390 -0.337
C 3.2619 -1.3376 -4.8171 -0.638 0.278 0.707
C 2.5916 -0.1765 -4.3397 1.662 1.567 -1.791
C 2.4133 0.8739 -5.2916 -0.384 -0.636 -0.105
C 2.6791 0.6245 -6.6434 0.151 0.343 0.599
C 1.9657 -0.1055 -3.0526 -0.958 0.039 0.190
Cu 0.7232 0.5760 -1.0545 -0.557 -1.431 0.326
P -3.8807 0.5669 1.9732 1.210 -1.224 -0.555
C 0.6833 0.5312 -2.9400 0.622 -1.327 -2.055
C -0.5493 -0.3197 -3.0768 0.313 -0.501 0.981
C -1.7610 0.2348 -3.4750 -0.629 0.516 -0.001
C -2.9744 -0.4625 -3.3775 0.604 -0.689 0.444
C -2.9952 -1.8096 -2.9398 2.583 1.298 -0.301
C -1.7329 -2.4711 -2.8830 0.015 0.641 0.250
C -0.5431 -1.7268 -2.9154 -0.568 0.060 -0.133
Br -4.4671 -2.5143 -2.0838 -0.877 -0.548 -0.137
H 2.4219 -0.6800 -2.2316 -0.714 -0.930 -0.623
H 0.5922 1.5306 -3.3701 -0.052 -0.522 -0.871
H 3.5230 -2.1617 -4.1548 -0.156 0.184 -0.041
H 1.9978 1.8397 -4.9645 0.203 -0.557 -0.371
H 3.8746 -2.4118 -6.5999 -0.057 0.332 0.277
H 2.4709 1.4010 -7.3965 0.211 -0.457 0.383
H -1.7479 1.2527 -3.8738 -0.248 -0.182 0.335
H 0.4107 -2.2347 -2.8574 -0.070 -0.181 0.105
H -3.8866 0.0791 -3.5640 -0.235 -0.048 -0.072
H -1.6286 -3.5495 -2.7571 -0.369 0.287 0.133
P 1.1992 2.2406 0.0481 0.382 -0.504 0.340
C -4.1604 -1.1602 1.4446 -0.439 0.196 0.291
C -5.6510 -1.4914 1.3493 -0.207 -0.202 -0.070
H -3.6661 -1.7915 2.1994 -0.082 0.178 -0.286
H -3.6636 -1.2751 0.4618 -0.067 0.040 0.393
H -5.7708 -2.5515 1.1159 -0.039 0.121 -0.003
H -6.1739 -1.2918 2.2931 0.147 -0.070 -0.225
H -6.1336 -0.9154 0.5553 0.009 -0.063 0.081
C -3.6647 1.6642 0.5471 -0.436 0.191 -0.041
C -4.6957 2.8143 0.6127 -0.008 0.159 -0.119
H -3.7973 1.0373 -0.3563 0.098 0.310 0.359
H -2.6317 2.0435 0.5954 -0.461 -0.221 -0.086
H -4.5930 3.4712 -0.2572 -0.007 -0.154 0.166
H -5.7248 2.4318 0.6304 0.284 0.074 -0.054
H -4.5499 3.4211 1.5147 -0.017 -0.109 -0.203
C -2.4187 0.4728 3.0516 -0.307 0.745 0.285
C -2.8748 0.1439 4.4884 0.043 -0.075 0.207
H -1.9201 1.4553 3.0001 -0.038 -0.375 0.102
H -1.7611 -0.3104 2.6391 -0.143 0.325 -0.007
H -2.0584 0.3310 5.1941 -0.171 -0.087 -0.151
H -3.7317 0.7632 4.7900 0.318 -0.134 -0.035
H -3.1722 -0.9085 4.5871 0.073 0.253 -0.054
C 1.6091 1.7942 1.7414 -0.096 0.473 -0.098
C 1.8623 3.0436 2.5616 0.122 0.142 0.928
H 2.4803 1.1170 1.6651 -0.418 0.270 0.163
H 0.7661 1.1880 2.1118 0.358 0.180 -0.084
H 2.9314 3.2807 2.6113 -0.285 0.035 0.040
H 1.3307 3.9309 2.1824 0.224 -0.305 0.226
H 1.4986 2.8546 3.5778 0.274 0.346 -0.027
C -0.2134 3.3586 -0.0148 0.225 0.429 0.656
C -0.5886 3.8558 -1.4060 -0.148 0.244 -0.137
H 0.0869 4.1821 0.6432 -0.554 0.248 -0.158
H -1.0598 2.8321 0.4466 0.369 0.231 0.002
H 0.2080 4.4631 -1.8513 -0.175 -0.103 0.104
H -0.8300 3.0474 -2.1080 0.080 0.023 0.236
H -1.4823 4.4865 -1.3189 0.243 -0.057 -0.138
C 2.6037 3.1386 -0.6622 -0.779 0.495 -0.031
C 3.9890 2.6041 -0.3290 0.239 0.167 -0.064
H 2.4242 4.1457 -0.2530 0.578 0.070 -0.391
H 2.4173 3.1689 -1.7537 0.164 0.102 0.502
H 4.6910 3.0464 -1.0435 0.034 -0.166 0.246
H 4.2907 2.9198 0.6757 -0.010 -0.182 -0.195
H 4.0798 1.5105 -0.3998 -0.139 0.257 -0.019
C 3.8128 -2.2232 0.7842 0.190 -0.220 -0.055
C 2.5430 -2.9112 1.2703 -0.344 0.071 0.217
P 1.2706 -1.6945 1.8736 0.010 -0.638 -0.216
C -0.2065 -2.8093 1.8964 0.149 0.100 -0.086
C -0.0793 -4.1287 2.6511 -0.329 -0.297 0.062
C 1.6790 -1.5167 3.6891 -0.025 0.528 -0.389
C 2.5644 -2.5445 4.3749 0.114 -0.153 0.376
H 3.6222 -1.6915 -0.1560 0.078 0.037 0.164
H 4.5873 -2.9742 0.5922 -0.041 0.230 -0.011
H 4.2102 -1.5098 1.5160 -0.055 -0.098 -0.112
H 2.0790 -3.4728 0.4418 0.132 0.100 0.296
H 2.7515 -3.6199 2.0885 0.008 0.189 -0.462
H -1.0392 -2.2128 2.2989 0.046 -0.207 -0.097
H -0.4310 -2.9977 0.8338 -0.050 0.061 0.240
H -0.0555 -3.9878 3.7386 0.060 0.028 -0.250
H -0.9559 -4.7495 2.4258 0.193 0.013 0.132
H 0.8072 -4.7034 2.3557 -0.225 0.195 0.056
H 2.1586 -0.5283 3.7554 -0.124 -0.174 0.177
H 0.7152 -1.4290 4.2109 0.117 0.039 -0.081
H 3.5513 -2.6196 3.9066 -0.182 -0.016 0.047
H 2.7285 -2.2271 5.4125 0.010 -0.097 -0.193
H 2.1141 -3.5424 4.4176 0.119 0.197 -0.124
```
Forces are in eV/Å.